The following is a quantum chemistry calculation of a molecular structure, C32H26F12NO2Re, from the Open Molecules 2025 dataset.

Last column: Mulliken charge in e.
Geometry (Å):
Re  0.768  0.767  1.324  2.020
C  2.021  -4.364  -2.950  -1.607
C  1.492  -3.158  -2.239  0.098
C  0.125  -2.920  -2.129  -1.235
C  -0.332  -1.791  -1.478  -0.212
C  0.559  -0.892  -0.904  -0.345
N  0.048  0.308  -0.321  0.035
C  -0.770  1.257  -1.092  1.612
C  -1.056  0.800  -2.469  -0.977
C  -2.191  1.128  -3.141  -1.668
C  -3.205  1.843  -2.479  0.577
C  -4.427  2.278  -3.185  -1.597
C  -3.084  2.108  -1.087  -0.742
C  -1.987  1.744  -0.371  -0.475
C  -2.060  1.735  1.151  1.739
O  -0.793  1.773  1.734  -0.667
C  -2.802  0.413  1.571  0.192
F  -2.176  -0.656  1.054  -0.077
F  -2.808  0.297  2.887  -0.265
F  -4.044  0.375  1.108  -0.250
C  -2.850  2.955  1.760  0.373
F  -2.474  3.130  3.012  -0.228
F  -4.167  2.758  1.724  -0.219
F  -2.598  4.070  1.074  -0.183
C  1.944  -1.145  -0.925  -0.541
C  2.372  -2.260  -1.638  -0.518
C  3.012  -0.260  -0.263  1.483
O  2.487  0.683  0.660  -0.796
C  3.762  0.566  -1.346  0.696
F  2.859  1.047  -2.225  -0.246
F  4.620  -0.188  -2.021  -0.234
F  4.396  1.604  -0.830  -0.247
C  4.011  -1.070  0.626  0.337
F  3.327  -1.635  1.623  -0.196
F  4.909  -0.244  1.147  -0.229
F  4.650  -2.029  -0.031  -0.242
H  1.273  -4.790  -3.616  0.403
H  2.306  -5.132  -2.231  0.316
H  2.906  -4.118  -3.534  0.419
H  -0.582  -3.613  -2.563  0.483
H  -1.394  -1.597  -1.405  0.658
H  -0.247  0.302  -2.986  0.837
H  -2.309  0.858  -4.180  0.481
H  -4.452  1.961  -4.222  0.435
H  -4.500  3.369  -3.135  0.363
H  -5.307  1.897  -2.658  0.415
H  -3.946  2.530  -0.588  0.784
H  3.429  -2.458  -1.728  0.670
C  0.475  -0.830  2.292  0.088
C  0.261  -1.854  2.949  0.477
C  0.014  -2.999  3.711  0.149
C  0.369  -3.021  5.073  -0.446
C  0.117  -4.154  5.817  -0.680
C  -0.482  -5.258  5.216  -0.392
C  -0.833  -5.245  3.867  -0.680
C  -0.587  -4.122  3.109  -0.233
H  0.833  -2.155  5.521  0.464
H  0.383  -4.184  6.864  0.434
H  -0.676  -6.143  5.806  0.418
H  -1.295  -6.113  3.419  0.431
H  -0.852  -4.085  2.062  0.464
C  1.996  4.115  -1.480  -1.808
C  0.921  3.432  -0.619  1.790
C  0.111  4.497  0.100  -1.609
C  0.147  2.545  -1.602  -2.008
H  2.639  4.723  -0.847  0.466
H  1.522  4.779  -2.204  0.451
H  2.619  3.405  -2.017  0.324
H  1.475  2.810  0.102  -0.270
H  -0.557  5.008  -0.594  0.293
H  0.787  5.248  0.508  0.545
H  -0.472  4.118  0.930  0.225
H  0.875  2.074  -2.260  0.834
H  -0.506  3.174  -2.207  0.843

Calculated values
2S+1: 1
HOMO (spin up / spin down): -14.27 / -14.26 eV
Kohn-Sham gap (spin up / spin down): 5.95 / 5.94 eV
LUMO energy (spin up / spin down): -8.32 / -8.32 eV
Total charge: +2

***

The following is a quantum chemistry calculation of a molecular structure, C23H32IN2O3P2Y at a distorted geometry, from the Open Molecules 2025 dataset.

Last column: Mulliken charge in e.
Geometry (Å):
C  -1.469  -1.316  -0.177  -1.682
I  1.455  -2.931  0.263  0.104
H  -2.020  -0.386  -0.402  0.562
H  -1.827  -1.837  0.720  0.418
H  -1.422  -2.028  -1.011  0.502
Y  0.413  -0.199  0.148  0.509
P  -2.139  0.071  2.240  0.462
C  -1.246  -1.055  3.419  -0.775
C  -2.465  1.531  3.283  -1.220
H  -3.243  1.281  4.016  0.449
H  -4.364  -0.522  3.126  0.449
H  -2.832  2.322  2.613  0.436
H  -4.405  -0.020  1.421  0.406
H  -0.438  -0.475  3.902  0.240
H  -1.549  1.856  3.794  0.315
C  -3.845  -0.605  2.165  -1.117
H  -1.960  -1.424  4.173  0.469
H  -3.824  -1.654  1.853  0.429
H  -0.823  -1.906  2.854  0.282
P  1.671  0.138  -2.463  1.197
C  3.132  -0.913  -2.572  -1.317
C  0.770  -0.330  -3.979  -1.260
H  1.593  2.482  -3.064  0.387
H  2.844  1.567  -3.955  0.501
H  3.152  2.065  -2.271  0.269
C  2.385  1.731  -2.976  -1.279
H  -0.126  0.297  -4.068  0.385
H  1.416  -0.147  -4.843  0.431
H  3.519  -0.860  -3.588  0.433
H  2.816  -1.929  -2.323  0.318
H  0.493  -1.390  -3.934  0.381
H  3.886  -0.559  -1.868  0.388
C  2.679  -0.499  0.540  0.261
O  3.674  -0.544  1.139  -0.130
O  1.276  1.143  4.198  -0.673
C  1.444  1.763  3.165  -0.431
N  2.212  2.920  2.991  -0.030
C  2.004  3.556  1.704  3.681
C  1.225  2.403  1.030  0.038
O  0.812  2.318  -0.179  -0.882
N  0.938  1.428  1.897  0.167
C  1.118  4.793  1.898  -0.866
C  0.079  5.075  1.020  -0.255
C  -0.684  6.239  1.178  -0.935
C  -0.373  7.133  2.205  -0.472
C  0.685  6.858  3.083  -0.920
C  1.446  5.695  2.914  0.051
C  3.331  3.870  1.016  -0.366
C  3.697  5.158  0.624  -0.292
C  4.961  5.385  0.064  -0.885
C  5.858  4.336  -0.132  -0.642
C  5.473  3.046  0.253  -0.683
C  4.227  2.824  0.839  -0.446
H  2.526  3.382  3.840  0.327
H  -0.094  4.372  0.208  0.538
H  -1.490  6.424  0.464  0.433
H  -0.984  8.024  2.345  0.425
H  0.939  7.540  3.895  0.414
H  2.312  5.490  3.550  0.312
H  3.010  5.993  0.764  0.434
H  5.252  6.403  -0.183  0.448
H  6.855  4.502  -0.544  0.434
H  6.125  2.183  0.150  0.447
H  3.927  1.838  1.204  0.426

Calculated values
2S+1: 1
HOMO (spin up / spin down): -13.71 / -13.71 eV
Kohn-Sham gap (spin up / spin down): 3.58 / 3.42 eV
Energy relative to the best compared isomer or geometry (same formula, charge and spin): 0.000 eV
LUMO energy (spin up / spin down): -10.14 / -10.30 eV
Total charge: +2

***

The following is a quantum chemistry calculation of 2 unconnected molecules or ions with the total composition C3H6N2O at a distorted geometry, from the Open Molecules 2025 dataset.

Last column: Mulliken charge in e.
Geometry (Å):
C  -0.025  0.352  -2.022  -0.256
C  -0.502  -0.183  -0.841  -0.232
N  0.491  0.059  0.065  0.045
C  1.548  0.631  -0.613  -0.207
N  1.300  0.625  -1.912  -0.516
H  -0.624  0.483  -2.911  0.367
H  -1.558  -0.190  -0.620  0.283
H  0.411  0.114  1.069  0.223
H  2.547  0.412  -0.252  0.313
O  -1.206  -0.578  2.987  -0.656
H  -1.911  -0.591  2.331  0.323
H  -0.471  -1.134  2.718  0.313

Calculated values
SMILES: c1c[nH]cn1.O
2S+1: 1
HOMO: -9.06 eV
Kohn-Sham gap: 9.58 eV
Energy relative to the best compared isomer or geometry (same formula, charge and spin): 1.621 eV
LUMO energy: 0.52 eV